<i>
The following is a DFT calculation (wB97M-V/def2-TZVPD) of 4 unconnected molecules or ions with the total composition C3H6N4O.

## Properties
* multiplicity: 1
* orbital gap: 8.38 eV
* total charge: 0
* LUMO level: -0.7345 eV

Each line ends with the Löwdin charge.
Geometry (Å):
C: -0.80172 0.25565 0.25868  -0.478
C: -1.39313 -1.01152 -0.20230  -0.187
C: 0.54322 -0.16192 0.06414  -0.397
H: -0.66284 2.50822 -0.02813  0.232
H: -2.52475 1.08735 -0.91871  0.230
H: -0.89902 0.54225 1.28273  0.138
H: -2.44501 -1.29621 0.00344  0.122
H: 2.06120 1.00686 1.00422  0.161
H: 2.55385 -1.21161 0.33816  0.302
N: -1.09550 1.27721 -0.74194  -0.016
N: -0.54545 -1.93561 -0.23591  0.058
N: 0.78540 -1.41320 -0.29216  0.062
N: 1.71270 0.55872 0.11094  -0.067
O: 2.71107 -0.20620 -0.64316  -0.162


<ii>
The following is a DFT calculation (wB97M-V/def2-TZVPD) of C3H6N4O in the gas phase.

## Properties
* multiplicity: 1
* orbital gap: 9.78 eV
* structure (SMILES): C=NNC(=O)NN=C
* total charge: 0
* LUMO level: 0.4877 eV

Each line ends with the Löwdin charge.
Geometry (Å):
C: 2.51031 -0.38978 -0.33993  -0.065
N: 1.18997 -0.22772 -0.14341  -0.068
N: 0.66811 0.95938 0.43338  0.053
C: -0.63066 1.29357 -0.00712  -0.602
O: -0.97660 2.42258 0.14484  0.094
N: -1.43254 0.52758 -0.65450  0.035
N: -1.94411 -0.73087 -0.48397  0.007
C: -1.65365 -1.49199 0.59898  0.020
H: 3.39028 0.37406 -0.24580  0.077
H: 2.76313 -1.67096 -0.47141  0.137
H: 1.29913 1.72924 0.64466  0.141
H: -2.14694 0.89140 -1.17249  0.117
H: -0.76505 -1.29991 1.00710  -0.010
H: -2.27139 -2.38659 0.68967  0.063


Name the least stable of them. <i>.


<i>
The following is a DFT calculation (wB97M-V/def2-TZVPD) of C3H6N4O in the gas phase.

## Properties
* multiplicity: 1
* orbital gap: 9.68 eV
* structure (SMILES): [H]/N=c1\nc[nH]n1OC
* total charge: 0
* LUMO level: 0.5184 eV

Each line ends with the Löwdin charge.
Geometry (Å):
H: 1.23925 -0.74963 2.61506  0.121
N: 1.15318 -0.66759 1.52070  0.156
C: 0.20230 0.06316 1.35128  -0.559
N: -0.69476 0.71619 2.06430  0.125
C: -1.60669 1.11971 1.14114  -0.136
N: -1.34924 1.06823 -0.17741  0.113
N: 0.15424 0.51482 -0.14055  0.058
O: -0.08274 -0.53783 -1.03750  -0.204
C: 0.94364 -1.06911 -1.73840  -0.220
H: -2.41873 1.62443 1.49633  0.094
H: -1.64915 1.84081 -0.72898  0.125
H: 2.01184 -1.51287 -1.37706  0.104
H: 1.51543 -0.37581 -2.47159  0.072
H: 0.58141 -2.03452 -2.51730  0.151


<ii>
The following is a DFT calculation (wB97M-V/def2-TZVPD) of C3H6N4O in the gas phase.

## Properties
* multiplicity: 1
* orbital gap: 9.52 eV
* structure (SMILES): [H]/N=c1/cn[nH]n1OC
* total charge: 0
* LUMO level: 0.6635 eV

Each line ends with the Löwdin charge.
Geometry (Å):
H: -0.45498 2.47004 -0.38635  0.060
N: -1.34865 2.05638 -0.05808  0.118
C: -1.20438 0.80623 -0.08577  -0.383
C: -2.36722 -0.21789 -0.05608  -0.035
N: -1.85455 -1.42299 -0.11977  0.013
N: -0.44888 -1.45589 -0.33376  0.018
N: -0.10110 -0.09878 -0.10263  -0.113
O: 1.17196 0.28483 -0.64966  -0.118
C: 2.27659 -0.06061 0.18645  -0.082
H: -3.45316 0.07691 0.11780  0.132
H: -0.05459 -1.90969 0.50385  0.133
H: 3.10725 0.31311 -0.35614  0.071
H: 2.49528 -1.20029 0.18076  0.112
H: 2.23640 0.35864 1.15938  0.073


<iii>
The following is a DFT calculation (wB97M-V/def2-TZVPD) of 2 unconnected molecules or ions with the total composition C3H6N4O.

## Properties
* multiplicity: 1
* orbital gap: 8.39 eV
* structure (SMILES): C/N=N/N=O.CC#N
* total charge: 0
* LUMO level: -0.5132 eV

Each line ends with the Löwdin charge.
Geometry (Å):
C: 1.16413 -0.51591 2.57003  -0.112
N: 0.45120 -1.27810 1.60590  -0.024
N: -0.28355 -0.79658 0.78717  -0.005
N: -1.42808 -0.95054 0.49447  -0.076
O: -2.15439 -0.86546 -0.49921  -0.046
H: 2.25769 -0.46530 2.48758  0.074
H: 0.99227 0.54111 2.56664  0.062
H: 0.89492 -1.11290 3.52516  0.116
C: -0.25693 0.78249 -2.66977  -0.075
C: -0.57242 1.26353 -1.39166  -0.324
N: -0.61674 1.74567 -0.36765  0.157
H: -0.94183 1.00545 -3.46036  0.083
H: 0.70506 0.94286 -3.12171  0.086
H: -0.21134 -0.29633 -2.52659  0.084


<iv>
The following is a DFT calculation (wB97M-V/def2-TZVPD) of C3H6N4O in the gas phase.

## Properties
* multiplicity: 1
* orbital gap: 7.49 eV
* total charge: 0
* LUMO level: 0.6276 eV

Each line ends with the Löwdin charge.
Geometry (Å):
C: 2.58957 -0.21201 -0.01389  -0.379
C: 0.06014 -0.76482 -0.15424  -0.141
C: -1.36538 1.32485 0.23288  0.035
N: 2.11679 0.88754 -0.26417  0.085
N: 0.90555 1.37019 0.08084  -0.097
N: -0.06752 0.57016 -0.11463  -0.199
N: -1.06265 -1.58055 -0.36009  0.081
O: 3.29636 -1.11000 0.17937  0.158
H: 1.05457 -1.14599 -0.39768  0.096
H: -1.69615 0.93044 1.13507  0.054
H: -0.84730 2.30141 0.41540  0.096
H: -2.17321 1.22542 -0.52628  0.098
H: -1.99024 -1.33246 -0.14459  0.063
H: -0.82052 -2.46418 -0.06800  0.050


Name the least stable of them. <iii>.


<i>
The following is a DFT calculation (wB97M-V/def2-TZVPD) of C3H6N4O in the gas phase.

## Properties
* multiplicity: 1
* orbital gap: 10.02 eV
* structure (SMILES): C=N/N=C\N(N)C=O
* total charge: 0
* LUMO level: 0.1521 eV

Each line ends with the Löwdin charge.
Geometry (Å):
C: 1.85218 -0.95088 2.24912  -0.006
N: 0.84131 -0.17321 1.69939  0.010
N: 1.42940 0.04306 0.23970  -0.012
C: 0.66305 0.16842 -0.74005  -0.228
N: -0.82130 0.14328 -1.05551  -0.142
N: -1.04943 1.21377 -2.10140  0.021
C: -1.64139 -0.28520 0.01713  -0.203
O: -2.92063 0.11892 -0.00708  -0.091
H: 1.57258 -1.16201 3.18732  -0.005
H: 2.89846 -1.33678 2.01164  0.100
H: 1.37594 0.14982 -1.77122  0.167
H: -1.22739 2.30580 -1.79474  0.154
H: -1.98497 0.91266 -2.47756  0.082
H: -0.98781 -1.14766 0.54324  0.154


<ii>
The following is a DFT calculation (wB97M-V/def2-TZVPD) of C3H6N4O in the gas phase.

## Properties
* multiplicity: 1
* orbital gap: 8.62 eV
* structure (SMILES): NNc1ccn(O)n1
* total charge: 0
* LUMO level: 1.0053 eV

Each line ends with the Löwdin charge.
Geometry (Å):
N: 2.92463 0.00175 0.30346  -0.018
N: 1.83538 -0.71202 -0.16134  -0.114
C: 0.60668 -0.18348 -0.18864  -0.379
C: 0.26144 1.26642 -0.12634  -0.013
C: -1.03829 1.17471 -0.01078  -0.131
N: -1.47582 -0.11023 0.02282  -0.185
O: -2.90300 -0.38795 0.09978  0.061
N: -0.44054 -0.97862 -0.09519  0.119
H: 2.69468 0.66426 1.08959  0.102
H: 3.37724 0.42062 -0.56942  0.111
H: 1.84569 -1.75656 -0.21949  0.157
H: 1.02870 2.02809 -0.13236  0.091
H: -1.75688 1.97286 -0.10063  0.125
H: -2.84988 -1.17778 0.60042  0.072


Name the least stable of them. <i>.


<i>
The following is a DFT calculation (wB97M-V/def2-TZVPD) of C4H7NOS2 in the gas phase.

## Properties
* multiplicity: 1
* orbital gap: 7.53 eV
* total charge: 0
* LUMO level: 0.2415 eV

Each line ends with the Löwdin charge.
Geometry (Å):
C: -0.46626 0.20839 -0.10419  -0.260
C: -0.58252 2.34299 0.00061  -0.434
C: -0.46860 -1.05423 0.66867  -0.269
C: 0.77899 -1.85639 0.30854  -0.545
N: -1.33361 0.38612 -1.06154  -0.368
O: 0.49115 3.04707 0.07472  -0.064
S: -1.28361 1.97656 -1.64959  0.831
S: 2.31774 -0.85516 0.43732  0.689
H: -0.43339 -0.80052 1.73155  0.120
H: -1.35461 -1.67928 0.47684  0.111
H: 0.89127 -2.71107 0.97344  0.061
H: 0.73633 -2.20310 -0.72489  0.066
H: -2.02059 -0.28316 -1.41304  0.115
H: 0.97565 3.28222 -0.73248  0.107
H: 1.75205 0.19957 1.01404  -0.160


<ii>
The following is a DFT calculation (wB97M-V/def2-TZVPD) of C4H7NOS2 in the gas phase.

## Properties
* multiplicity: 1
* orbital gap: 9.67 eV
* structure (SMILES): S/N=C/[C@H]1OC[C@H]1S
* total charge: 0
* LUMO level: 0.6558 eV

Each line ends with the Löwdin charge.
Geometry (Å):
S: -3.58805 0.42264 -0.42991  0.723
N: -2.21136 -0.11056 0.44940  -0.347
C: -1.18093 -0.28117 -0.27720  -0.295
C: 0.15111 -0.67286 0.32514  -0.317
O: 0.84914 -1.46442 -0.66048  -0.084
C: 2.03306 -0.66102 -0.49409  -0.195
C: 1.30636 0.35906 0.36948  -0.549
S: 0.91252 2.00246 -0.35953  0.749
H: -4.54991 0.02963 0.39178  -0.170
H: -1.22592 -0.17266 -1.38056  0.113
H: 0.03651 -1.20039 1.30721  0.162
H: 2.87502 -1.04419 0.10669  0.123
H: 2.43489 -0.30176 -1.45734  0.122
H: 1.73748 0.53328 1.36437  0.101
H: 0.42009 2.56195 0.74504  -0.139


Name the least stable of them. <i>.